Formula: C58H126N6O10
Source: the OMol25 dataset
Level of theory: ωB97M-V with the def2-TZVPD basis set

Last column: Löwdin charge in e.
Element x y z (Å)
C  4.98  -5.77  3.04  -0.27
C  3.68  -5.13  2.72  -0.24
O  3.63  -3.68  2.67  -0.06
O  5.29  -5.55  4.39  -0.06
H  5.76  -5.35  2.40  0.12
H  5.05  -6.84  2.88  0.13
H  2.95  -5.48  3.45  0.12
H  3.30  -5.52  1.77  0.12
H  3.63  -3.36  3.57  0.07
H  5.28  -4.61  4.57  0.08
C  1.37  1.37  -0.92  -0.23
C  0.86  1.03  0.52  -0.21
O  2.01  1.07  1.37  -0.10
O  1.93  0.29  -1.67  -0.07
H  2.10  2.17  -0.80  0.12
H  0.51  1.71  -1.50  0.11
H  0.66  -0.03  0.66  0.12
H  0.07  1.68  0.88  0.12
H  2.56  0.32  1.14  0.07
H  2.86  0.29  -1.44  0.06
C  -6.02  -4.28  -5.64  -0.01
C  -5.70  -4.34  -4.09  -0.46
C  -5.02  -5.77  -3.86  -0.11
C  -4.18  -5.96  -2.53  -0.16
C  -3.33  -4.71  -2.22  -0.14
C  -4.05  -3.37  -2.36  -0.50
N  -4.81  -3.28  -3.64  -0.11
O  -5.24  -1.99  -4.04  -0.01
C  -4.95  -3.10  -1.14  -0.04
C  -3.00  -2.29  -2.44  -0.06
C  -7.02  -4.42  -3.29  -0.05
H  -6.11  -3.25  -5.99  0.06
H  -6.96  -4.78  -5.87  0.08
H  -5.13  -4.65  -6.15  0.07
H  -5.76  -6.56  -3.77  0.10
H  -4.39  -6.12  -4.68  0.10
H  -3.45  -6.77  -2.50  0.10
H  -4.89  -6.12  -1.72  0.09
H  -2.56  -4.68  -3.00  0.11
H  -2.93  -4.87  -1.22  0.12
H  -5.22  -3.98  -0.55  0.07
H  -4.35  -2.67  -0.34  0.07
H  -5.80  -2.43  -1.24  0.09
H  -3.32  -1.25  -2.41  0.08
H  -2.30  -2.28  -1.61  0.09
H  -2.33  -2.40  -3.30  0.08
H  -7.62  -3.53  -3.47  0.08
H  -6.94  -4.52  -2.21  0.06
H  -7.62  -5.31  -3.48  0.08
H  -4.73  -1.89  -4.85  0.09
C  -0.77  -1.57  9.04  -0.03
C  -1.57  -2.76  8.47  -0.51
C  -3.05  -2.39  8.36  -0.13
C  -3.45  -1.36  7.23  -0.18
C  -3.10  -2.04  5.95  -0.16
C  -1.60  -2.50  5.83  -0.46
N  -1.17  -3.16  7.11  -0.12
O  0.12  -3.69  7.03  -0.01
C  -1.52  -3.51  4.68  -0.05
C  -0.73  -1.31  5.42  -0.04
C  -1.46  -4.00  9.42  -0.03
H  -0.97  -0.59  8.59  0.07
H  0.29  -1.73  8.90  0.08
H  -0.97  -1.51  10.11  0.08
H  -3.63  -3.31  8.23  0.12
H  -3.26  -1.93  9.33  0.11
H  -3.05  -0.34  7.18  0.11
H  -4.50  -1.19  7.46  0.11
H  -3.40  -1.18  5.35  0.11
H  -3.79  -2.82  5.64  0.12
H  -0.47  -3.71  4.44  0.07
H  -1.87  -4.50  4.95  0.08
H  -2.00  -3.17  3.76  0.09
H  0.23  -1.65  5.06  0.07
H  -1.05  -0.81  4.50  0.08
H  -0.55  -0.54  6.18  0.08
H  -1.89  -4.92  9.03  0.08
H  -1.83  -3.81  10.43  0.08
H  -0.39  -4.16  9.55  0.07
H  -0.09  -4.60  6.82  0.10
C  0.75  -3.02  -8.63  -0.05
C  0.09  -3.35  -7.28  -0.50
C  -0.54  -4.77  -7.51  -0.14
C  0.30  -5.98  -7.13  -0.21
C  0.93  -5.80  -5.77  -0.14
C  1.87  -4.51  -5.67  -0.39
N  1.03  -3.33  -6.16  -0.11
O  1.72  -2.11  -6.04  -0.01
C  2.24  -4.46  -4.15  -0.03
C  3.09  -4.72  -6.67  -0.03
C  -1.02  -2.35  -7.06  -0.04
H  1.19  -2.02  -8.62  0.08
H  0.12  -3.16  -9.51  0.08
H  1.66  -3.57  -8.85  0.07
H  -1.41  -4.84  -6.85  0.10
H  -0.91  -5.03  -8.51  0.12
H  1.01  -6.02  -7.96  0.10
H  -0.28  -6.90  -7.17  0.11
H  1.55  -6.68  -5.60  0.12
H  0.16  -5.72  -5.00  0.11
H  2.70  -3.53  -3.80  0.07
H  1.39  -4.64  -3.50  0.07
H  3.00  -5.21  -3.94  0.08
H  2.72  -4.98  -7.66  0.05
H  3.86  -3.95  -6.79  0.08
H  3.74  -5.57  -6.48  0.07
H  -0.58  -1.37  -6.94  0.08
H  -1.63  -2.46  -6.16  0.07
H  -1.70  -2.42  -7.91  0.09
H  1.40  -1.67  -5.25  0.10
C  6.48  1.77  0.04  -0.04
C  7.17  0.92  -1.09  -0.49
C  8.68  1.41  -1.07  -0.14
C  9.63  0.45  -1.77  -0.19
C  9.37  -0.97  -1.14  -0.10
C  7.88  -1.46  -1.36  -0.46
N  6.95  -0.48  -0.76  -0.12
O  5.61  -0.91  -0.47  -0.01
C  7.61  -1.77  -2.87  -0.02
C  7.75  -2.77  -0.46  -0.04
C  6.56  1.38  -2.41  -0.04
H  5.40  1.73  -0.04  0.06
H  6.84  2.80  0.03  0.08
H  6.75  1.34  1.00  0.08
H  8.74  2.37  -1.59  0.12
H  9.08  1.43  -0.06  0.12
H  10.59  0.93  -1.59  0.11
H  9.49  0.47  -2.86  0.09
H  9.67  -0.90  -0.09  0.11
H  9.96  -1.67  -1.72  0.11
H  6.58  -1.64  -3.20  0.09
H  8.29  -1.13  -3.44  0.06
H  8.10  -2.73  -3.07  0.08
H  8.22  -3.66  -0.87  0.08
H  8.05  -2.58  0.57  0.08
H  6.70  -3.08  -0.45  0.07
H  5.52  1.08  -2.52  0.08
H  7.09  0.83  -3.19  0.07
H  6.64  2.45  -2.62  0.09
H  5.70  -1.23  0.43  0.09
C  2.67  6.50  1.41  -0.03
C  2.02  7.01  2.72  -0.50
C  0.80  7.90  2.32  -0.13
C  -0.13  8.22  3.48  -0.22
C  -0.66  6.96  4.12  -0.11
C  0.53  5.95  4.58  -0.47
N  1.57  5.85  3.51  -0.08
O  2.59  4.87  3.85  -0.02
C  1.01  6.43  5.92  -0.05
C  -0.14  4.58  4.75  -0.06
C  3.05  7.85  3.44  -0.05
H  3.63  6.01  1.61  0.08
H  2.93  7.40  0.86  0.08
H  2.03  5.80  0.88  0.08
H  1.21  8.89  2.12  0.12
H  0.19  7.59  1.48  0.12
H  -0.98  8.77  3.07  0.11
H  0.40  8.88  4.16  0.10
H  -1.35  6.53  3.40  0.11
H  -1.22  7.28  5.01  0.11
H  0.27  6.22  6.70  0.08
H  1.95  5.92  6.12  0.09
H  1.24  7.49  5.96  0.07
H  -0.79  4.50  5.62  0.08
H  -0.76  4.17  3.95  0.08
H  0.50  3.72  4.96  0.07
H  2.72  8.43  4.31  0.07
H  3.50  8.57  2.76  0.08
H  3.93  7.32  3.80  0.09
H  2.37  4.10  3.33  0.09
C  -5.15  7.49  -2.72  -0.04
C  -5.01  6.80  -1.33  -0.48
C  -6.41  7.06  -0.66  -0.14
C  -6.64  6.20  0.56  -0.17
C  -6.50  4.67  0.20  -0.12
C  -5.19  4.28  -0.57  -0.50
N  -4.84  5.32  -1.58  -0.13
O  -3.65  5.11  -2.18  -0.02
C  -4.09  4.08  0.47  -0.04
C  -5.36  2.92  -1.31  -0.03
C  -3.97  7.50  -0.46  -0.03
H  -4.16  7.48  -3.18  0.08
H  -5.60  8.47  -2.59  0.08
H  -5.75  6.90  -3.40  0.08
H  -6.47  8.11  -0.38  0.11
H  -7.16  6.92  -1.44  0.12
H  -7.56  6.29  1.14  0.10
H  -5.96  6.31  1.40  0.09
H  -7.32  4.29  -0.40  0.11
H  -6.56  3.97  1.03  0.11
H  -3.09  3.98  0.05  0.08
H  -4.15  4.96  1.11  0.07
H  -4.33  3.27  1.15  0.08
H  -6.09  2.96  -2.12  0.08
H  -4.39  2.74  -1.78  0.07
H  -5.50  2.20  -0.50  0.08
H  -2.99  7.19  -0.81  0.08
H  -4.12  7.17  0.57  0.06
H  -4.10  8.58  -0.48  0.09
H  -3.80  4.54  -2.94  0.11

Output
M = 1067.68 g/mol
structure (SMILES) = CC1(C)CCCC(C)(C)N1O.CC1(C)CCCC(C)(C)N1O.CC1(C)CCCC(C)(C)N1O.CC1(C)CCCC(C)(C)N1O.CC1(C)CCCC(C)(C)N1O.CC1(C)CCCC(C)(C)N1O.OCCO.OCCO
highest occupied orbital energy = -8.02 eV

---

Formula: C35H74BBrCl2F3N4O4
Source: the OMol25 dataset
Level of theory: ωB97M-V with the def2-TZVPD basis set

Last column: Löwdin charge in e.
Element x y z (Å)
C  13.60  -2.29  0.27  -0.12
C  12.35  -1.37  -0.37  -0.58
Cl  12.88  0.20  -1.21  0.56
C  10.92  -1.76  -0.32  -0.54
Cl  10.55  -3.42  0.51  0.54
C  9.64  -0.91  -0.90  -0.26
C  9.59  0.67  -0.35  -0.08
C  8.05  1.19  -0.77  -0.09
B  7.86  2.82  -0.54  -0.40
O  6.90  3.32  0.50  0.04
O  8.58  3.85  -1.32  0.06
C  7.63  0.81  -2.30  -0.21
O  6.39  -0.02  -2.25  -0.13
C  5.49  0.30  -3.38  -0.16
C  4.00  -0.42  -3.22  -0.30
C  3.04  0.05  -4.51  -0.10
C  3.20  0.09  -1.87  -0.17
C  3.60  -0.71  -0.49  -0.36
C  2.33  -0.47  0.56  -0.11
C  3.69  -2.36  -0.67  -0.12
N  8.72  0.19  -3.15  -0.04
C  9.74  1.18  -3.69  -0.11
O  9.88  1.04  -5.17  -0.03
C  10.18  2.33  -5.81  -0.23
F  8.91  3.09  -6.08  0.04
F  11.19  3.15  -5.11  0.07
F  10.72  2.00  -7.18  0.05
C  9.37  -1.05  -2.51  -0.50
Br  10.94  -1.73  -3.58  0.78
H  13.27  -2.94  1.19  0.07
H  14.05  -2.94  -0.62  0.11
H  14.47  -1.58  0.62  0.09
H  8.68  -1.40  -0.37  0.16
H  9.70  0.74  0.82  0.16
H  10.31  1.38  -0.95  0.09
H  7.30  0.67  0.00  0.17
H  6.07  3.56  -0.05  0.13
H  7.96  4.65  -1.32  0.14
H  7.30  1.83  -2.82  0.18
H  5.94  -0.08  -4.39  0.13
H  5.26  1.45  -3.51  0.14
H  4.10  -1.58  -3.32  0.13
H  1.99  -0.50  -4.41  0.10
H  2.87  1.21  -4.37  0.09
H  3.55  -0.24  -5.52  0.08
H  2.04  -0.01  -2.01  0.12
H  3.46  1.25  -1.74  0.13
H  4.54  -0.24  0.02  0.12
H  1.87  -1.53  0.86  0.08
H  1.44  0.13  0.08  0.08
H  2.68  0.02  1.57  0.08
H  4.73  -2.62  -1.19  0.07
H  3.54  -2.91  0.35  0.08
H  2.84  -2.68  -1.45  0.10
H  8.23  -0.20  -4.01  0.20
H  10.77  1.17  -3.13  0.14
H  9.31  2.28  -3.54  0.17
H  8.54  -1.91  -2.64  0.15
C  -1.28  1.29  3.07  -0.08
C  -1.37  -0.17  3.52  -0.27
N  -0.09  -0.76  3.92  -0.19
C  -0.16  -2.21  4.11  -0.26
C  -1.04  -2.74  5.24  -0.09
C  0.67  -0.04  4.95  -0.25
C  -0.02  0.18  6.30  -0.09
H  -0.57  1.40  2.24  0.07
H  -2.26  1.63  2.73  0.06
H  -0.96  1.95  3.89  0.07
H  -1.77  -0.74  2.67  0.11
H  -2.11  -0.24  4.32  0.10
H  0.85  -2.61  4.24  0.11
H  -0.51  -2.66  3.17  0.11
H  -0.57  -2.61  6.21  0.06
H  -1.20  -3.81  5.11  0.07
H  -2.02  -2.26  5.26  0.07
H  0.95  0.94  4.55  0.10
H  1.63  -0.55  5.12  0.11
H  -1.06  0.48  6.20  0.07
H  0.50  0.98  6.84  0.07
H  0.04  -0.71  6.92  0.06
C  -5.03  -0.97  0.48  -0.09
C  -5.38  -0.31  1.81  -0.27
N  -5.67  1.12  1.72  -0.19
C  -5.76  1.78  3.03  -0.25
C  -6.90  1.35  3.96  -0.09
C  -6.71  1.50  0.76  -0.24
C  -8.11  0.91  0.95  -0.09
H  -4.17  -0.48  0.01  0.08
H  -4.76  -2.02  0.65  0.07
H  -5.87  -0.96  -0.22  0.06
H  -4.51  -0.45  2.47  0.10
H  -6.21  -0.87  2.27  0.10
H  -5.82  2.87  2.88  0.11
H  -4.82  1.62  3.55  0.10
H  -7.85  1.78  3.65  0.06
H  -6.70  1.72  4.97  0.07
H  -7.00  0.27  4.02  0.07
H  -6.37  1.25  -0.25  0.10
H  -6.80  2.60  0.73  0.12
H  -8.08  -0.16  1.20  0.07
H  -8.68  1.01  0.02  0.06
H  -8.67  1.44  1.72  0.06
C  -14.90  -0.22  -2.02  -0.09
C  -13.49  -0.75  -2.26  -0.27
N  -12.43  0.21  -1.94  -0.19
C  -11.10  -0.22  -2.40  -0.25
C  -10.51  -1.48  -1.78  -0.09
C  -12.45  0.77  -0.58  -0.25
C  -12.37  -0.20  0.59  -0.09
H  -15.08  0.70  -2.59  0.08
H  -15.63  -0.97  -2.35  0.07
H  -15.09  -0.02  -0.96  0.06
H  -13.42  -1.00  -3.33  0.12
H  -13.37  -1.69  -1.71  0.10
H  -10.39  0.60  -2.28  0.11
H  -11.16  -0.38  -3.48  0.11
H  -10.12  -1.29  -0.77  0.04
H  -9.66  -1.82  -2.37  0.07
H  -11.23  -2.30  -1.72  0.07
H  -13.37  1.36  -0.47  0.10
H  -11.65  1.51  -0.48  0.11
H  -13.00  -1.09  0.44  0.07
H  -12.72  0.29  1.50  0.07
H  -11.35  -0.52  0.78  0.05

Output
net charge = +1
M = 833.62 g/mol
highest occupied orbital energy = -8.89 eV

---

Formula: C27H26IN4O6P
Source: the OMol25 dataset
Level of theory: ωB97M-V with the def2-TZVPD basis set

Last column: Löwdin charge in e.
Element x y z (Å)
N  -6.72  -3.63  -0.42  0.18
C  -5.73  -3.27  -0.85  -0.27
C  -4.34  -2.90  -1.47  -0.45
P  -3.44  -4.41  -2.19  0.52
O  -2.24  -3.91  -3.26  -0.42
I  -5.13  -5.47  -3.65  0.41
C  -3.49  -2.02  -0.46  -0.37
C  -4.21  -0.62  -0.40  -0.19
N  -4.61  0.46  -0.44  0.20
C  -3.51  -2.56  1.06  -0.06
C  -4.49  -1.65  1.92  -0.26
O  -5.65  -1.97  2.07  0.04
C  -1.98  -1.77  -0.95  -0.15
C  -2.03  -0.76  -2.16  -0.17
C  -0.72  -0.79  -3.09  -0.15
C  -0.96  0.35  -4.16  -0.21
C  -1.75  0.01  -5.34  -0.04
C  -2.03  1.07  -6.33  -0.07
C  -1.51  2.42  -6.05  -0.09
C  -0.69  2.75  -4.87  -0.07
C  -0.41  1.69  -3.88  -0.04
H  -4.60  -2.23  -2.34  0.12
H  -1.40  -4.12  -2.80  0.04
H  -2.49  -2.40  1.53  0.12
H  -3.82  -3.64  1.06  0.12
H  -4.17  -0.67  2.38  0.14
H  -1.44  -2.72  -1.16  0.10
H  -1.46  -1.31  -0.06  0.08
H  -2.12  0.33  -1.84  0.12
H  -2.89  -0.95  -2.87  0.11
H  0.21  -0.61  -2.48  0.08
H  -0.64  -1.80  -3.60  0.10
H  -2.12  -1.04  -5.44  0.11
H  -2.65  0.81  -7.22  0.09
H  -1.76  3.21  -6.81  0.09
H  -0.30  3.78  -4.66  0.09
H  0.19  1.83  -2.95  0.10
C  3.85  2.75  0.99  -0.08
C  4.04  1.70  0.10  -0.06
C  2.98  0.85  -0.22  0.00
C  1.74  1.08  0.36  -0.14
C  1.54  2.12  1.26  0.01
C  2.60  2.95  1.57  -0.07
N  0.61  0.21  0.01  -0.30
O  0.83  -0.71  -0.77  0.03
O  -0.47  0.45  0.51  0.07
H  4.67  3.41  1.23  0.11
H  5.01  1.54  -0.35  0.11
H  3.14  0.04  -0.92  0.12
H  0.57  2.29  1.72  0.12
H  2.46  3.77  2.27  0.11
C  4.42  -0.72  5.77  -0.07
C  4.61  0.14  6.85  -0.06
C  4.71  1.51  6.64  0.00
C  4.60  2.01  5.35  -0.14
C  4.42  1.16  4.26  0.00
C  4.33  -0.21  4.48  -0.06
N  4.68  3.45  5.13  -0.34
O  4.85  4.17  6.09  0.09
O  4.55  3.86  3.98  0.06
H  4.34  -1.79  5.94  0.11
H  4.69  -0.26  7.85  0.11
H  4.85  2.17  7.48  0.12
H  4.34  1.54  3.26  0.09
H  4.18  -0.89  3.64  0.11

Output
M = 660.41 g/mol
structure (SMILES) = N#C[C@H](P(O)I)[C@@](C#N)(CC=O)CCCc1ccccc1.O=[N+]([O-])c1ccccc1.O=[N+]([O-])c1ccccc1
highest occupied orbital energy = -8.77 eV

---

Formula: C4H8Br2O
Source: the OMol25 dataset
Level of theory: ωB97M-V with the def2-TZVPD basis set

Last column: Löwdin charge in e.
Element x y z (Å)
C  3.03  0.87  -1.06  -0.25
C  -3.07  -0.87  1.17  -0.09
C  -1.00  -1.76  0.44  0.03
C  1.54  0.98  -0.92  -1.08
O  -2.00  -0.99  0.27  -0.23
Br  1.10  1.51  0.91  0.57
Br  0.63  2.39  -2.14  0.48
H  3.28  0.14  -0.34  0.05
H  3.40  0.82  -2.04  0.06
H  3.53  1.84  -0.65  0.10
H  -2.72  -0.27  2.03  0.11
H  -3.49  -1.78  1.46  0.05
H  -3.96  -0.27  0.66  0.14
H  1.11  -0.08  -0.98  0.05
H  -1.39  -2.53  1.19  0.02

Output
M = 231.92 g/mol
highest occupied orbital energy = -8.83 eV

---

Formula: C4H10NO
Source: the OMol25 dataset
Level of theory: ωB97M-V with the def2-TZVPD basis set

Last column: Löwdin charge in e.
Element x y z (Å)
C  -0.85  2.00  -0.02  -0.19
N  -0.30  1.74  -1.34  -0.15
C  0.43  0.49  -1.46  -0.55
O  -0.28  -0.59  -1.02  -0.37
H  -1.75  1.36  0.14  0.07
H  -1.21  3.01  0.08  0.04
H  -0.15  1.84  0.80  0.06
H  -1.12  1.65  -1.89  0.06
H  1.36  0.62  -0.88  0.07
H  0.75  0.41  -2.53  0.07
C  1.17  -2.16  2.13  -0.14
C  -0.03  -1.79  1.67  -0.10
H  1.22  -2.55  3.21  0.04
H  2.11  -1.87  1.56  0.05
H  -0.89  -1.88  2.34  0.03
H  -0.20  -1.26  0.72  0.00

Output
net charge = -1
M = 88.13 g/mol
highest occupied orbital energy = -2.64 eV

---

Formula: C20H22Cl2F4N7V
Source: the OMol25 dataset
Level of theory: ωB97M-V with the def2-TZVPD basis set

Last column: Löwdin spin population.
Element x y z (Å)
V  -0.16  0.45  -0.48  1.88
C  -1.27  -2.42  2.53  0.00
C  -2.06  -3.10  1.41  0.00
N  -2.57  -2.18  0.41  0.00
C  -3.98  -1.87  0.55  0.00
C  -4.30  -1.16  1.85  0.00
C  -2.21  -2.53  -0.95  0.00
C  -2.29  -1.36  -1.94  0.01
N  -1.78  -0.16  -1.32  0.01
C  -1.78  1.06  -1.91  0.03
C  -1.45  2.15  -1.03  0.02
F  -1.74  1.99  0.31  0.03
C  -1.23  3.44  -1.51  0.02
F  -0.98  4.41  -0.62  0.00
C  -1.28  3.72  -2.84  -0.01
C  -1.64  2.68  -3.71  0.02
F  -1.72  2.94  -5.02  0.01
C  -1.88  1.41  -3.28  0.00
F  -2.22  0.46  -4.17  0.00
H  -0.58  -3.12  3.01  0.00
H  -1.93  -2.02  3.30  0.00
H  -0.69  -1.59  2.12  0.00
H  -2.89  -3.67  1.84  0.00
H  -1.42  -3.84  0.92  0.00
H  -4.59  -2.79  0.46  0.00
H  -4.26  -1.22  -0.28  0.00
H  -4.20  -1.82  2.71  0.00
H  -5.33  -0.80  1.84  0.00
H  -3.64  -0.31  1.99  0.00
H  -2.86  -3.33  -1.36  0.00
H  -1.19  -2.91  -0.95  0.00
H  -3.31  -1.22  -2.29  0.00
H  -1.69  -1.63  -2.81  0.00
H  -1.07  4.71  -3.22  0.00
Cl  1.56  3.20  2.02  0.00
C  2.39  1.71  2.34  -0.01
C  3.47  1.72  3.21  0.00
C  4.19  0.56  3.43  -0.01
C  3.81  -0.61  2.79  0.00
C  2.72  -0.61  1.93  -0.01
Cl  2.29  -2.09  1.13  0.01
C  1.97  0.55  1.66  -0.01
N  0.95  0.58  0.77  -0.08
H  3.75  2.65  3.70  0.00
H  5.03  0.55  4.11  0.00
H  4.34  -1.53  2.96  0.00
N  3.76  1.93  -1.07  0.00
C  4.26  0.86  -1.68  0.01
N  5.59  0.74  -1.81  0.00
N  3.51  -0.09  -2.22  0.01
C  2.23  -0.08  -2.06  0.04
N  1.08  -0.13  -1.91  0.01
H  4.35  2.52  -0.50  0.00
H  2.77  1.96  -0.86  0.00
H  6.22  1.35  -1.32  0.00
H  5.94  -0.12  -2.20  0.00

Output
spin multiplicity = 3
M = 558.29 g/mol
highest occupied orbital energy (alpha / beta) = -7.23 / -7.55 eV